[1]
The following is a quantum chemistry calculation of an isolated molecule of HNP2 at a distorted geometry, from OMol25.

XYZ file:
```
4
Properties=species:S:1:pos:R:3:forces:R:3
N -2.16109 0.31253 0.94629 -0.868 -0.276 0.856
P -2.85989 -0.47117 -0.24786 0.827 0.354 0.022
P -1.08201 0.80777 -0.31947 2.114 -1.566 -0.361
H 0.18348 -0.24289 -0.04098 -2.074 1.487 -0.517
```
Positions in Å, forces in eV/Å.

Results
Energy above the lowest of the compared OMol25 structures with the same formula, charge and spin (eV): 0.2793

=====

[2]
The following is a quantum chemistry calculation of a cluster of 2 separate species, CHClF2O2S in total at a distorted geometry, from OMol25.

XYZ file:
```
8
Properties=species:S:1:pos:R:3:forces:R:3
C 1.17878 -0.11693 0.17891 3.077 2.825 3.864
O -1.41429 -0.99322 -0.58460 0.106 -0.998 -0.005
O -2.63512 1.06712 -0.67140 -0.012 -0.479 1.092
F 2.22573 -0.55036 1.02095 -1.247 0.458 -0.998
F 0.18172 0.24451 0.99656 0.154 0.181 0.455
S -2.21193 -0.05693 0.13325 -0.761 1.203 -1.464
Cl 1.73701 1.29483 -0.67963 -0.069 -0.114 -0.262
H 0.93810 -0.88903 -0.39404 -1.249 -3.076 -2.682
```
Positions in Å, forces in eV/Å.

Results
Energy above the lowest of the compared OMol25 structures with the same formula, charge and spin (eV): 0.1623

=====

[3]
The following is a quantum chemistry calculation of a cluster of 2 separate species, C3H5F2NO2 in total at a distorted geometry, from OMol25.

XYZ file:
```
13
Properties=species:S:1:pos:R:3:forces:R:3
C 1.43988 0.91320 -0.06510 1.754 1.764 2.475
C 0.69474 -0.31665 0.18070 -2.730 -2.025 -0.729
C -0.62103 -0.28746 -0.56492 0.610 -2.563 3.213
N -1.67232 -1.09009 0.05666 2.371 0.593 -1.256
O -1.40314 -1.63017 1.13780 -0.531 0.298 -0.069
O -2.64837 -1.26682 -0.61546 -1.901 -0.213 -0.515
F -0.85804 0.29885 -1.66146 -0.604 0.639 -1.379
F -1.27873 1.42770 0.95321 -0.309 0.532 0.489
H 1.07461 1.83469 0.53703 0.754 -1.689 -0.618
H 1.31977 1.20601 -1.05350 0.156 0.522 -2.025
H 2.51699 0.67581 0.12632 -0.787 0.850 -0.068
H 0.21176 -0.50565 1.17908 1.686 0.106 -0.418
H 1.22390 -1.25943 -0.21036 -0.470 1.186 0.901
```
Positions in Å, forces in eV/Å.

Results
Energy above the lowest of the compared OMol25 structures with the same formula, charge and spin (eV): 1.2843
2S+1: 3
Expectation value of S²: 2.007

=====

[4]
The following is a quantum chemistry calculation of a cluster of 6 separate species, C37H49ClN5O2S in total at a distorted geometry, from OMol25.

XYZ file:
```
95
Properties=species:S:1:pos:R:3:forces:R:3
C 0.15691 1.13327 1.15077 0.625 -0.167 0.661
C 0.45396 2.68637 1.30116 -2.445 1.289 0.775
O -0.50408 3.42909 1.57611 2.967 -2.338 -1.280
O 1.73125 3.28697 1.19135 -1.429 -0.950 -0.926
C 1.95390 3.74974 -0.18024 0.840 -0.337 0.019
C 2.14312 2.45846 -1.09065 0.043 1.084 -0.298
C 2.74603 2.73788 -2.54496 0.258 -1.464 0.221
C 2.14324 1.58633 -3.51469 0.415 0.646 0.521
C 0.87123 2.06470 -4.34572 0.128 -0.440 -0.459
C -0.52304 1.88422 -3.57823 0.390 -0.780 0.073
S -1.50744 3.46864 -3.49588 -0.395 -0.264 -0.019
C -0.46268 4.89435 -2.95926 0.725 0.991 0.183
C -2.76826 3.18372 -2.13108 -0.045 -0.491 0.842
C -3.40805 1.72771 -2.22168 -0.248 0.000 0.197
C -4.63663 1.51076 -1.22754 0.380 0.286 -0.079
Cl -4.07037 1.57175 -3.95275 0.552 0.017 0.960
H -0.47782 0.80983 2.05929 0.844 0.590 -1.482
H -0.46021 0.91420 0.21296 0.834 0.531 1.259
H 1.09669 0.48991 1.13411 -1.159 0.976 -0.101
H 2.89234 4.39962 -0.12120 -1.235 -1.046 -0.153
H 1.09719 4.42235 -0.50191 0.870 -0.856 0.378
H 1.12779 1.97145 -1.23197 1.226 0.514 0.391
H 2.82962 1.73973 -0.53946 -0.996 0.850 -0.662
H 3.87588 2.56045 -2.49147 -1.563 0.529 -0.095
H 2.57722 3.78645 -2.94017 0.068 -1.214 0.440
H 1.83986 0.72582 -2.83239 0.364 0.921 -0.995
H 2.98992 1.18418 -4.17121 -1.478 0.704 0.566
H 0.95624 3.14339 -4.70172 0.173 -1.367 0.432
H 0.82531 1.41048 -5.28341 -0.121 1.043 1.254
H -0.44048 1.47221 -2.52627 0.126 0.593 -1.218
H -1.16782 1.15605 -4.17787 0.528 1.299 0.893
H 0.53049 4.61101 -2.49457 -1.386 0.019 -0.505
H -0.24524 5.53376 -3.88203 -0.455 -1.117 1.153
H -1.04817 5.54984 -2.23543 0.566 -1.087 -0.862
H -2.23669 3.35523 -1.13479 -0.774 -0.253 -1.209
H -3.58900 3.94617 -2.29962 1.116 -0.780 0.155
H -2.64690 0.89227 -2.07323 -0.977 1.241 -0.338
H -5.25848 0.64587 -1.63472 0.819 1.264 0.629
H -4.26265 1.24044 -0.18019 -0.467 0.468 -1.462
H -5.25951 2.47114 -1.18200 0.770 -1.497 -0.056
N -2.36995 -0.56354 2.80091 -0.483 -0.322 0.077
C -3.53324 -0.16799 3.34149 0.434 0.069 -0.171
C -4.57072 -1.03100 3.65463 0.032 -0.105 -0.049
C -4.40236 -2.38273 3.39152 -0.070 -0.070 0.011
C -3.21068 -2.81834 2.83077 -0.123 0.047 0.045
C -2.23265 -1.87620 2.55793 0.230 0.448 -0.043
H -3.61874 0.89804 3.52557 -0.053 -0.028 0.047
H -5.48689 -0.65595 4.09251 0.059 0.012 -0.012
H -5.19178 -3.08949 3.62124 0.048 0.041 -0.005
H -3.04480 -3.86551 2.61124 0.043 0.052 0.006
H -1.28169 -2.16800 2.12192 -0.035 -0.139 0.016
N 0.29312 -3.76730 0.43784 0.287 0.026 -0.605
C -0.36059 -3.45268 -0.69141 0.120 -0.043 0.492
C 0.17933 -3.58960 -1.95980 0.083 0.023 0.016
C 1.47377 -4.07623 -2.07318 0.064 -0.010 -0.064
C 2.17379 -4.40725 -0.92290 -0.036 0.004 -0.164
C 1.54426 -4.23808 0.29965 -0.444 0.197 0.303
H -1.36814 -3.07298 -0.55138 -0.021 -0.023 -0.056
H -0.39711 -3.32220 -2.83678 -0.016 -0.037 0.042
H 1.93210 -4.19634 -3.04852 -0.026 -0.015 0.054
H 3.18533 -4.78868 -0.97361 -0.041 0.043 0.094
H 2.04986 -4.48674 1.22693 0.070 -0.016 -0.087
N -1.12439 -9.83424 1.55533 0.106 0.612 -0.094
C -0.83658 -8.99820 2.56377 -0.121 -0.447 -0.275
C -0.59572 -7.64356 2.39795 -0.013 0.013 -0.124
C -0.65108 -7.12030 1.11485 0.012 0.156 -0.039
C -0.94499 -7.96342 0.05342 0.021 0.042 0.131
C -1.17361 -9.30284 0.32521 -0.021 -0.356 0.386
H -0.80165 -9.45531 3.54711 0.009 0.061 0.000
H -0.37029 -7.01454 3.25001 -0.004 -0.044 -0.019
H -0.46716 -6.06543 0.94360 -0.037 -0.089 0.045
H -0.99604 -7.58917 -0.96150 -0.002 -0.037 0.027
H -1.41061 -10.00150 -0.47060 0.015 0.057 -0.017
N -3.06339 5.97791 3.16822 0.343 0.570 -0.169
C -1.93611 5.67946 2.50164 -0.662 -0.277 0.255
C -0.98976 6.62117 2.12927 -0.089 0.178 0.005
C -1.21903 7.94914 2.45926 0.064 0.083 -0.044
C -2.37675 8.28424 3.14618 0.118 -0.020 -0.067
C -3.25975 7.26869 3.47649 -0.081 -0.531 -0.019
H -1.80125 4.62889 2.26251 -0.151 0.561 0.191
H -0.09630 6.32295 1.59486 -0.014 -0.065 0.070
H -0.50250 8.71542 2.18436 -0.040 -0.027 0.033
H -2.58823 9.31019 3.41951 -0.008 -0.056 0.008
H -4.17681 7.48044 4.01666 0.044 0.066 -0.014
N 5.29098 -3.50340 0.69187 0.341 0.436 -0.208
C 6.41699 -3.78810 0.02040 -0.458 -0.069 0.254
C 7.35411 -2.83810 -0.35299 -0.028 0.122 0.023
C 7.11518 -1.51403 -0.01779 0.069 0.076 -0.043
C 5.95746 -1.19150 0.67498 0.070 -0.052 -0.078
C 5.08489 -2.21574 1.00521 -0.077 -0.504 -0.046
H 6.55794 -4.83627 -0.22169 0.064 0.038 -0.010
H 8.24736 -3.12651 -0.89215 -0.048 -0.015 0.032
H 7.82401 -0.74112 -0.29311 -0.029 -0.049 0.024
H 5.73818 -0.16820 0.95300 0.002 -0.051 0.032
H 4.16799 -2.01404 1.55012 0.031 0.054 -0.001
```
Positions in Å, forces in eV/Å.

Results
Total charge: +1

=====

The calculation returns the following calculated total energy values, one per record and in order: -20081.519; -33939.996; -14203.554; -74057.135 eV.